<one>
# C3H3NO

2 unconnected molecules or ions with the total composition C3H3NO (ωB97M-V/def2-TZVPD, the OMol25 dataset).

Its frontier orbital gap (alpha / beta) is 8.465 / 8.465 eV.

ORCA input file:
```
! wB97M-V def2-TZVPD RIJCOSX def2/J DEFGRID3
* xyz 0 1
C 1.18 -0.18 -0.56
C 0.87 0.81 0.27
C -1.47 -0.46 0.22
N 0.62 -0.65 0.65
O -1.59 0.61 -0.22
H 1.42 -0.38 -1.51
H 1.24 1.59 0.82
H -2.26 -1.34 0.34
*
```

=====

<two>
# C3H3NO

A single C3H3NO molecule (ωB97M-V/def2-TZVPD, the OMol25 dataset).

Its SMILES is c1cnoc1. Its frontier orbital gap is 11.082 eV.

ORCA input file:
```
! wB97M-V def2-TZVPD RIJCOSX def2/J DEFGRID3
* xyz 0 1
O -0.61 1.22 0.51
C -0.31 0.03 0.99
C 0.21 -0.79 0.06
C 0.13 0.02 -1.13
N -0.36 1.20 -0.86
H -0.41 -0.18 2.05
H 1.01 -1.31 0.54
H 0.33 -0.20 -2.17
*
```

=====

Tell me which of them is the most stable. Sure, it is <two>.

=====

<one>
# C4H3N

A single C4H3N molecule (ωB97M-V/def2-TZVPD, the OMol25 dataset).

Its SMILES is C=C=CC#N. Its frontier orbital gap is 10.413 eV.

ORCA input file:
```
! wB97M-V def2-TZVPD RIJCOSX def2/J DEFGRID3
* xyz 0 1
C -0.67 1.48 0.38
C 0.18 0.56 0.05
C 0.73 -0.63 0.08
C 0.35 -1.61 -0.89
N 0.04 -2.37 -1.71
H -0.81 2.53 0.12
H -1.26 0.94 1.11
H 1.43 -0.89 0.86
*
```

=====

<two>
# C4H3N

A single C4H3N molecule (ωB97M-V/def2-TZVPD, the OMol25 dataset).

Its frontier orbital gap (alpha / beta) is 6.430 / 9.306 eV.

ORCA input file:
```
! wB97M-V def2-TZVPD RIJCOSX def2/J DEFGRID3
* xyz 0 1
C 0.50 1.01 -0.11
C 0.57 -0.05 0.72
C -2.04 -0.18 0.01
C -0.73 0.40 0.50
N -3.21 0.07 0.13
H 0.98 1.84 -0.46
H 1.40 -0.74 1.05
H -1.60 -0.97 -0.70
*
```

=====

Tell me which of them is the most stable. Sure, it is <one>.